# 1
Entry from the Open Molecules 2025 dataset: a structure of composition C17H20EuF7N2O6PS2 in a non-equilibrium geometry (ωB97M-V/def2-TZVPD).

```
56
Properties=species:S:1:pos:R:3:nbo_charge:R:1
C -1.6298 4.9591 -1.1246 -0.616
C -0.3885 4.2451 -0.6143 -0.376
C -0.6255 3.0951 0.4319 -0.308
C -2.1059 3.0004 0.9304 -0.563
C -0.2426 1.7683 -0.0734 0.249
C 0.5824 0.8526 0.6932 0.140
C 0.9572 1.3590 2.0305 -0.841
P 2.5359 2.3704 1.8986 2.367
O 2.2039 3.7789 1.7781 -1.011
O 3.2025 1.7314 0.6127 -1.000
O 3.4123 2.0498 3.1612 -0.934
C 1.0301 -0.4293 0.1829 -0.153
C 1.9530 -1.3441 1.0051 0.652
F 2.6063 -0.7230 1.9782 -0.285
F 2.8669 -1.9176 0.2277 -0.274
C 1.2586 -2.5745 1.7589 0.564
F 2.1688 -3.3623 2.2146 -0.207
F 0.4055 -3.2994 0.8663 -0.389
C 0.3625 -2.1607 3.0393 0.911
F -0.3370 -3.2594 3.3676 -0.279
F -0.6038 -1.2207 2.7542 -0.325
F 1.0729 -1.8174 4.0296 -0.211
C 0.6133 -0.8137 -1.0953 0.083
C 0.9467 -2.1171 -1.7685 -0.470
C -0.4049 -2.7621 -2.1722 -0.382
C -0.4558 -4.1960 -1.6657 -0.689
S -2.1025 -4.8298 -1.7128 2.424
O -2.0961 -6.1925 -1.3750 -0.820
O -2.7248 -3.9226 -0.7548 -1.042
O -2.6560 -4.6296 -3.1458 -0.803
C -0.2079 0.0921 -1.8399 0.115
N -0.6297 -0.1291 -3.0785 -0.616
S -1.5224 1.1001 -3.5348 1.195
N -1.4278 1.9942 -2.2218 -0.522
C -0.6594 1.3503 -1.3574 0.021
H -2.0960 5.5142 -0.3194 0.223
H -2.3814 4.2866 -1.5195 0.206
H -1.3751 5.6561 -1.9122 0.253
H 0.2358 4.9996 -0.1479 0.260
H 0.1749 3.8631 -1.4585 0.200
H -0.0364 3.3833 1.2874 0.276
H -2.3667 3.9594 1.3550 0.272
H -2.1352 2.2955 1.7595 0.197
H -2.7827 2.6951 0.1464 0.226
H 1.1389 0.5860 2.7581 0.251
H 0.2136 1.9999 2.4723 0.298
H 3.9059 2.3327 0.3097 0.550
H 3.0659 1.3566 3.7314 0.521
H 1.5575 -1.8965 -2.6407 0.306
H 1.4466 -2.8487 -1.1591 0.238
H -0.6866 -2.6575 -3.2082 0.283
H -1.1467 -2.1954 -1.5975 0.144
H 0.2857 -4.8303 -2.1417 0.309
H -0.2776 -4.2695 -0.6043 0.192
H -2.7194 -3.6862 -3.3630 0.521
Eu -1.3792 -2.5897 0.8256 1.669
```

Values from the calculation:
- spin multiplicity = 7
- E_HOMO (spin up / spin down) (eV) = -18.739 / -17.800
- energy (Ha) = -3766.69680
- expectation value of S² = 12.028
- total charge = +3
- strongest force on any atom (hartree/bohr) = 0.191

---

# 2
Entry from the Open Molecules 2025 dataset: a structure of composition C17H20F11N3O4S3SeSn (ωB97M-V/def2-TZVPD).

```
60
Properties=species:S:1:pos:R:3:nbo_charge:R:1
Sn -0.6022 1.1599 0.6911 1.297
F -0.7942 4.0336 -3.1688 -0.280
C -1.4892 2.9607 -3.5003 0.806
F -0.8394 2.2428 -4.3953 -0.278
F -2.6851 3.2846 -3.9279 -0.265
S -1.6686 1.9627 -1.9398 2.157
O -0.3169 1.4341 -1.6056 -0.990
O -2.1218 2.8356 -0.8651 -0.931
N -2.6596 0.8212 -2.3351 -1.143
S -3.2660 0.0193 -1.1057 2.205
O -3.8616 -1.2009 -1.4966 -0.824
O -2.2222 -0.0872 -0.0296 -1.057
C -4.6351 1.0683 -0.3229 0.780
F -4.1863 1.5808 0.8208 -0.305
F -5.6449 0.2670 -0.0867 -0.267
F -4.9844 2.0331 -1.1461 -0.278
C 1.3901 -6.2528 0.3731 -0.603
C 0.6117 -5.1803 -0.3782 -0.400
C 0.1293 -4.0674 0.5464 -0.413
C -0.7327 -3.0296 -0.1553 -0.215
N 0.0021 -2.3236 -1.2229 -0.550
C 0.8654 -1.3325 -1.0905 0.416
S 1.1383 -0.6140 0.4943 -0.277
N 1.5871 -0.9431 -2.1242 -0.536
C 2.5986 0.1226 -2.2019 -0.221
C 3.7253 -0.2903 -3.1421 -0.407
C 4.7604 -1.2331 -2.5321 -0.401
C 4.2289 -2.6101 -2.1428 -0.612
H 1.7462 -7.0296 -0.3013 0.227
H 0.7627 -6.7283 1.1278 0.214
H 2.2583 -5.8270 0.8785 0.207
H -0.2512 -5.6299 -0.8795 0.205
H 1.2461 -4.7585 -1.1653 0.187
H 0.9857 -3.5765 1.0192 0.206
H -0.4697 -4.4917 1.3565 0.228
H -1.1438 -2.2922 0.5329 0.219
H -1.5729 -3.5101 -0.6569 0.228
H -0.1251 -2.6888 -2.1573 0.415
H 1.4117 -1.4166 -3.0021 0.409
H 2.9820 0.2934 -1.1974 0.224
H 2.1076 1.0350 -2.5412 0.216
H 4.2167 0.6245 -3.4771 0.237
H 3.2948 -0.7435 -4.0430 0.200
H 5.2039 -0.7499 -1.6569 0.204
H 5.5702 -1.3548 -3.2529 0.228
H 3.5399 -2.5660 -1.2963 0.184
H 5.0448 -3.2701 -1.8523 0.237
H 3.7104 -3.0860 -2.9793 0.200
F -2.6090 5.8378 7.6568 -0.196
C -2.1121 5.4830 6.5246 0.474
C -2.2942 6.3261 5.4124 0.289
F -2.9586 7.4441 5.5662 -0.238
C -1.7745 5.9400 4.2090 0.418
F -1.9314 6.6958 3.1594 -0.233
C -1.0340 4.7074 4.0835 -0.449
Se -0.3322 4.2328 2.5211 0.655
C -0.8781 3.8836 5.2550 0.416
F -0.2237 2.7558 5.1550 -0.243
C -1.4089 4.2611 6.4527 0.258
F -1.2887 3.5378 7.5382 -0.232
```

Values from the calculation:
- E_HOMO (spin up / spin down) (eV) = -15.047 / -15.040
- energy relative to the best compared isomer or geometry (same formula, charge and spin) (kcal/mol) = 0.0
- energy (Ha) = -6033.17737
- total charge = +2
- strongest force on any atom (hartree/bohr) = 0.009

---

# 3
Entry from the Open Molecules 2025 dataset: a structure of composition C17H20F2HgNOS (ωB97M-V/def2-TZVPD).

```
43
Properties=species:S:1:pos:R:3:nbo_charge:R:1
Hg 0.2301 1.5591 -0.7045 0.639
F -4.6524 0.2828 -2.7597 -0.323
C -3.4046 -0.1640 -2.5213 0.426
C -2.5141 0.6329 -1.8261 -0.382
C -1.2441 0.1378 -1.5657 -0.308
C -0.8346 -1.1326 -1.9929 -0.245
C -1.7824 -1.8638 -2.7087 0.440
F -1.5010 -3.1077 -3.1619 -0.332
C -3.0597 -1.4157 -2.9795 -0.382
C 0.5180 -1.6630 -1.6268 0.204
C 1.1043 -2.7818 -2.2233 -0.239
C 2.3608 -3.1875 -1.8067 -0.160
C 3.0091 -2.4889 -0.8021 -0.265
C 2.3564 -1.3945 -0.2619 0.046
N 1.1560 -0.9938 -0.6625 -0.484
H -2.8320 1.6149 -1.4986 0.232
H -3.7579 -2.0367 -3.5216 0.247
H 0.5994 -3.3222 -3.0050 0.237
H 2.8307 -4.0444 -2.2726 0.218
H 3.9907 -2.7743 -0.4500 0.222
H 2.8080 -0.8080 0.5318 0.206
C 1.0708 -3.3135 3.2884 -0.613
C -0.3205 -2.8625 3.7226 -0.408
C -0.4835 -1.3446 3.6772 -0.608
S -0.4759 -0.7189 1.9711 1.241
O 0.2463 0.6003 2.0070 -1.012
C -2.2285 -0.3046 1.8456 -0.604
C -3.1594 -1.5117 1.8469 -0.411
C -2.9186 -2.4699 0.6807 -0.618
H 1.1584 -4.3996 3.3178 0.215
H 1.8341 -2.8965 3.9485 0.205
H 1.2925 -2.9862 2.2707 0.211
H -0.5199 -3.2047 4.7402 0.212
H -1.0731 -3.3310 3.0819 0.203
H 0.3678 -0.8376 4.1343 0.245
H -1.3963 -1.0112 4.1727 0.223
H -2.2988 0.2390 0.9027 0.243
H -2.4308 0.3882 2.6656 0.228
H -4.1839 -1.1371 1.7959 0.218
H -3.0739 -2.0462 2.7971 0.198
H -3.1157 -1.9733 -0.2722 0.214
H -3.5741 -3.3381 0.7514 0.214
H -1.8862 -2.8234 0.6498 0.206
```

Values from the calculation:
- spin multiplicity = 2
- E_HOMO (spin up / spin down) (eV) = -6.866 / -8.704
- energy relative to the best compared isomer or geometry (same formula, charge and spin) (kcal/mol) = 0.0
- energy (Ha) = -1541.05372
- expectation value of S² = 0.759
- total charge = 0
- strongest force on any atom (hartree/bohr) = 0.007

---

# 4
Entry from the Open Molecules 2025 dataset: an isolated molecule of C17H20N2O4 in a non-equilibrium geometry (ωB97M-V/def2-TZVPD).

```
43
Properties=species:S:1:pos:R:3:nbo_charge:R:1
C 3.5291 -0.1002 2.1434 -0.254
H 4.0580 -0.6632 2.9111 0.198
H 3.9724 0.8971 2.0553 0.181
H 3.6236 -0.6220 1.1848 0.170
O 2.1929 -0.0332 2.5729 -0.522
C 1.3085 0.6953 1.8244 0.369
C 1.5936 1.2660 0.5917 -0.336
C 0.6256 2.0114 -0.0614 -0.191
C -0.6326 2.2049 0.4866 -0.040
C -0.9185 1.6003 1.7064 -0.186
C 0.0351 0.8586 2.3694 -0.277
H -0.1747 0.4011 3.3233 0.220
H -1.8962 1.7252 2.1481 0.210
C -1.6575 3.0248 -0.2423 -0.437
H -2.2139 3.6522 0.4560 0.212
H -1.1574 3.6646 -0.9696 0.235
C -2.6580 2.1331 -1.0013 -0.208
N -1.9923 1.0970 -1.7615 -0.639
C -1.1729 1.3934 -2.7798 0.681
O -1.0354 2.5173 -3.2278 -0.655
C -0.4057 0.2320 -3.4194 -0.500
H -0.6405 0.2689 -4.4856 0.237
C -0.6615 -1.1856 -2.9082 -0.234
N 0.0000 -1.4892 -1.6571 -0.598
C -0.6530 -1.6264 -0.4834 0.646
O -1.8388 -1.3523 -0.3489 -0.648
C 0.1495 -2.1570 0.6186 0.143
C -0.2213 -2.4340 1.9094 -0.216
C 0.9161 -2.9802 2.5378 -0.308
C 1.8939 -2.9983 1.5899 0.117
O 1.4472 -2.5046 0.4267 -0.407
H 2.9134 -3.3298 1.6213 0.205
H 0.9991 -3.3090 3.5525 0.234
H -1.1887 -2.2603 2.3318 0.245
H 0.9882 -1.6847 -1.6813 0.408
H -1.7309 -1.3604 -2.7675 0.229
H -0.2953 -1.8958 -3.6578 0.206
H 0.6569 0.4708 -3.3241 0.225
H -1.9982 0.1769 -1.3345 0.434
H -3.2371 2.7600 -1.6859 0.212
H -3.3327 1.6358 -0.3040 0.201
H 0.8631 2.4633 -1.0137 0.221
H 2.5647 1.1519 0.1348 0.216
```

Values from the calculation:
- E_HOMO (eV) = -8.186
- energy relative to the best compared isomer or geometry (same formula, charge and spin) (kcal/mol) = 37.1
- energy (Ha) = -1070.29948
- total charge = 0
- strongest force on any atom (hartree/bohr) = 0.026

---

# 5
Entry from the Open Molecules 2025 dataset: an isolated molecule of C17H20N2O4S in a non-equilibrium geometry (ωB97M-V/def2-TZVPD).

```
44
Properties=species:S:1:pos:R:3:nbo_charge:R:1
C 5.2981 -1.6124 -5.0678 -0.252
H 4.8390 -2.4403 -5.6180 0.175
O 4.3415 -0.6593 -4.6748 -0.492
C 3.3370 -1.0507 -3.8412 0.288
C 2.4144 -0.0613 -3.4939 -0.249
C 1.3576 -0.3543 -2.6609 -0.187
C 1.1905 -1.6384 -2.1485 -0.064
C 2.1126 -2.6134 -2.4891 -0.187
C 3.1772 -2.3332 -3.3310 -0.264
H 3.8714 -3.1214 -3.5767 0.211
H 2.0021 -3.6133 -2.0957 0.212
C 0.0456 -1.9288 -1.2189 -0.246
N 0.2540 -1.2668 0.0562 -0.613
C -0.0243 -1.8487 1.2313 0.651
O -0.3306 -3.0175 1.3664 -0.633
C 0.0404 -0.8739 2.4149 -0.315
N -1.1786 -0.0858 2.5093 -0.660
S -1.4146 1.0118 1.2564 2.292
O -0.1205 1.5179 0.8814 -0.958
O -2.2394 0.4764 0.2091 -0.940
C -2.3168 2.2884 2.1238 -0.248
C -1.6759 2.9582 3.1481 -0.201
C -2.3600 3.9431 3.8404 -0.209
C -3.6708 4.2428 3.5002 -0.183
C -4.3019 3.5654 2.4689 -0.210
C -3.6205 2.5791 1.7732 -0.215
H -4.0752 2.0324 0.9619 0.246
H -5.3212 3.8041 2.2065 0.222
H -4.2027 5.0110 4.0414 0.219
H -1.8737 4.4769 4.6426 0.222
H -0.6550 2.7019 3.3804 0.236
C -2.3798 -0.8395 2.7970 -0.428
H -2.6087 -1.5688 2.0151 0.212
H -3.2044 -0.1334 2.8778 0.211
H -2.2525 -1.3588 3.7458 0.215
H 0.1562 -1.4360 3.3445 0.230
H 0.8665 -0.1724 2.2937 0.235
H 0.4218 -0.2703 0.0248 0.420
H -0.0410 -2.9977 -1.0120 0.236
H -0.8961 -1.5690 -1.6534 0.207
H 0.6490 0.4189 -2.4010 0.214
H 2.5521 0.9299 -3.8959 0.224
H 5.9882 -1.0842 -5.7240 0.200
H 5.8491 -2.0084 -4.2084 0.175
```

Values from the calculation:
- E_HOMO (eV) = -8.355
- energy relative to the best compared isomer or geometry (same formula, charge and spin) (kcal/mol) = 61.0
- energy (Ha) = -1468.45242
- total charge = 0
- strongest force on any atom (hartree/bohr) = 0.020

---

# 6
Entry from the Open Molecules 2025 dataset: an isolated molecule of C17H20N2O5 (ωB97M-V/def2-TZVPD).

```
44
Properties=species:S:1:pos:R:3:nbo_charge:R:1
C -6.3196 -1.6708 -0.3868 -0.636
C -4.8772 -2.1252 -0.5563 -0.067
H -4.5666 -2.7205 0.3081 0.201
H -4.7506 -2.7055 -1.4729 0.187
O -3.9868 -1.0198 -0.7012 -0.528
C -3.6117 -0.4151 0.4474 0.898
O -3.9617 -0.7714 1.5472 -0.660
N -2.8245 0.6680 0.2214 -0.454
C -2.2737 1.0119 -1.0676 -0.212
H -2.8291 0.4871 -1.8427 0.243
C -0.7895 0.6457 -1.1302 -0.427
H -0.3714 0.9478 -2.0920 0.212
H -0.6774 -0.4335 -1.0245 0.238
C -0.0416 1.3377 0.0142 -0.031
N 1.3737 1.0154 -0.0104 -0.396
C 1.8807 -0.2307 0.0787 0.662
O 1.2117 -1.2560 0.1779 -0.655
C 3.3533 -0.1104 0.0323 -0.078
C 4.3768 -1.0617 0.0766 -0.137
C 5.6867 -0.5848 0.0103 -0.158
C 5.9791 0.7631 -0.0947 -0.189
C 4.9601 1.7035 -0.1397 -0.190
C 3.6593 1.2503 -0.0754 -0.011
C 2.3883 2.0372 -0.1039 -0.225
H 2.2821 2.6112 -1.0322 0.215
H 2.3202 2.7358 0.7386 0.215
H 5.1766 2.7577 -0.2224 0.218
H 7.0082 1.0844 -0.1423 0.221
H 6.4787 -1.3180 0.0443 0.251
C 4.2405 -2.5649 0.1852 0.771
O 5.2336 -3.2505 0.2009 -0.586
O 3.0409 -3.0985 0.2591 -0.676
H 2.2746 -2.4542 0.2390 0.510
C -0.6767 0.9428 1.3519 -0.426
H -0.1771 1.4565 2.1749 0.212
C -2.1637 1.2999 1.3404 -0.217
H -2.6488 0.9519 2.2531 0.253
H -2.2912 2.3853 1.2542 0.183
H -0.5645 -0.1326 1.4928 0.236
H -0.1157 2.4249 -0.1132 0.200
H -2.3958 2.0928 -1.2121 0.184
H -6.6179 -1.0397 -1.2208 0.207
H -6.9716 -2.5386 -0.3456 0.216
H -6.4208 -1.1088 0.5382 0.226
```

Values from the calculation:
- E_HOMO (eV) = -9.429
- energy relative to the best compared isomer or geometry (same formula, charge and spin) (kcal/mol) = 0.0
- energy (Ha) = -1145.61304
- total charge = 0
- strongest force on any atom (hartree/bohr) = 0.013